(1)
The following is a quantum chemistry calculation of C17H28N2SiTi as an isolated structure at a distorted geometry, from OMol25.

Summary:
**⟨S²⟩**: 2.007
**Energy**: -52055.10356 eV
**Multiplicity**: 3
**Highest occupied orbital energy (alpha / beta)**: -6.3 / -7.1 eV
**LUMO level (alpha / beta)**: 0.383 / 0.318 eV
**Molecular weight**: 336.38 g mol⁻¹

```
49
Properties=species:S:1:pos:R:3:lowdin_charge:R:1
C 1.03 -1.43 -2.87 -0.25
C 0.33 1.75 -2.18 -0.25
C -0.36 -1.23 -2.29 -0.36
H 0.96 -1.90 -3.87 0.11
C -1.02 1.54 -1.84 -0.22
H 0.93 2.47 -1.59 0.11
H -0.75 -2.12 -1.82 0.04
H -1.48 2.23 -1.12 0.10
C -1.43 -0.61 -3.17 -0.23
H -2.26 -1.34 -3.22 0.11
H -1.10 -0.54 -4.22 0.10
C 1.86 -0.14 -2.98 -0.23
H 2.61 -0.33 -3.76 0.11
H 2.47 0.02 -2.06 0.10
C 1.08 1.14 -3.36 -0.20
H 0.45 0.96 -4.24 0.12
H 1.85 1.87 -3.70 0.11
C -1.99 0.73 -2.67 -0.20
H -2.36 1.27 -3.56 0.11
H -2.90 0.54 -2.08 0.11
Ti 0.29 0.10 -0.79 0.91
H 1.59 -2.18 -2.28 0.09
C -0.04 -3.83 -0.51 -0.04
C -0.06 -2.84 0.64 -0.28
C -0.09 -3.33 1.94 -0.05
C -0.07 -2.49 3.06 -0.03
C -0.04 -1.11 2.82 -0.06
C -0.03 -0.64 1.52 -0.41
N -0.02 -1.50 0.44 0.01
N 0.04 0.72 1.14 -0.16
Si 0.07 1.97 2.46 0.47
C -1.48 1.76 3.52 -0.19
C 1.58 1.69 3.56 -0.19
C 0.09 3.86 2.27 -0.19
H -0.99 -3.88 -1.07 0.09
H 0.80 -3.72 -1.21 0.08
H 0.07 -4.80 0.00 0.07
H -0.12 -4.41 2.03 0.10
H -0.08 -2.86 4.06 0.10
H 0.01 -0.38 3.63 0.06
H -1.68 0.71 3.78 0.02
H -1.34 2.34 4.45 0.04
H -2.36 2.15 2.99 0.03
H 2.49 2.04 3.05 0.03
H 1.44 2.28 4.48 0.04
H 1.72 0.64 3.83 0.02
H 0.99 4.26 1.78 0.02
H -0.79 4.28 1.77 0.03
H 0.09 4.28 3.29 0.04
```

---

(2)
The following is a quantum chemistry calculation of a 2-piece molecular cluster, C5H12OP overall at a distorted geometry, from OMol25.

Summary:
**Energy**: -16705.72547 eV
**Net charge**: +1
**Multiplicity**: 1
**Highest occupied orbital energy (alpha / beta)**: -12.8 / -12.6 eV
**LUMO level (alpha / beta)**: -4.564 / -4.837 eV
**Molecular weight**: 119.12 g mol⁻¹

```
19
Properties=species:S:1:pos:R:3:lowdin_charge:R:1
C -1.78 2.01 -1.40 0.08
C -1.01 0.13 1.47 -0.18
C 1.15 -1.43 0.40 -0.21
C 1.22 1.20 -0.24 -0.17
C -1.00 -0.45 -1.41 -0.14
O -1.89 2.60 -0.39 0.13
P -0.02 -0.16 0.01 0.71
H -2.04 1.91 -2.44 0.11
H -0.39 -0.19 2.41 0.11
H -1.87 -0.54 1.54 0.07
H -1.33 1.19 1.27 0.06
H 0.84 -2.41 0.66 0.06
H 1.54 -0.99 1.33 0.07
H 1.71 -1.67 -0.52 0.08
H 1.91 0.76 -1.03 0.09
H 1.66 1.39 0.79 0.08
H 0.92 2.17 -0.67 0.05
H -0.68 -0.44 -2.40 0.00
H -1.95 -0.87 -1.37 0.01
```